[1]
A 13-piece molecular cluster, C23H72O13 overall at a distorted geometry, computed with ωB97M-V/def2-TZVPD.

Atoms and positions in Å:
C 1.09 -7.75 -3.23
C 0.77 -7.55 -1.75
C 0.26 -6.09 -1.52
O -0.25 -8.49 -1.46
H 1.87 -7.04 -3.50
H 0.25 -7.57 -3.91
H 1.45 -8.75 -3.46
H 1.70 -7.67 -1.19
H 0.03 -6.01 -0.46
H -0.68 -5.89 -2.04
H 1.01 -5.35 -1.78
H 0.23 -9.32 -1.40
C -3.19 -1.42 -7.26
C -3.94 -2.57 -7.97
C -2.97 -3.39 -8.83
O -4.47 -3.48 -7.01
H -2.57 -1.75 -6.43
H -3.84 -0.65 -6.84
H -2.55 -0.89 -7.96
H -4.77 -2.13 -8.52
H -2.63 -2.79 -9.67
H -3.59 -4.17 -9.27
H -2.10 -3.71 -8.26
H -4.95 -2.94 -6.38
C -7.14 0.16 -1.68
C -8.43 -0.70 -1.56
C -9.80 0.05 -1.36
O -8.57 -1.43 -2.72
H -7.17 0.83 -2.55
H -6.33 -0.56 -1.81
H -6.93 0.74 -0.78
H -8.29 -1.32 -0.68
H -10.64 -0.61 -1.56
H -9.88 0.75 -2.20
H -9.95 0.58 -0.42
H -9.39 -1.93 -2.66
C -7.38 -2.35 5.13
C -5.99 -2.44 5.72
C -4.75 -2.01 4.82
O -6.08 -1.54 6.78
H -7.57 -3.07 4.34
H -7.49 -1.36 4.69
H -8.09 -2.56 5.93
H -5.80 -3.47 6.01
H -4.89 -0.98 4.49
H -4.69 -2.64 3.94
H -3.83 -2.10 5.40
H -5.37 -1.76 7.39
C 7.81 3.81 6.30
C 6.42 4.28 6.68
C 5.54 4.50 5.43
O 5.74 3.38 7.47
H 8.37 3.41 7.15
H 8.40 4.63 5.89
H 7.67 3.03 5.55
H 6.58 5.19 7.26
H 4.70 5.15 5.67
H 5.25 3.53 5.02
H 6.10 5.08 4.70
H 5.72 2.57 6.95
C 6.27 -0.18 -6.55
O 5.80 0.40 -5.34
H 6.93 -1.03 -6.37
H 5.40 -0.56 -7.09
H 6.81 0.61 -7.08
H 5.19 1.10 -5.57
C 6.85 6.20 -2.49
O 7.94 7.11 -2.40
H 6.91 5.38 -1.77
H 5.91 6.71 -2.29
H 6.84 5.78 -3.50
H 8.74 6.58 -2.36
C 6.42 -3.62 -0.24
O 6.33 -3.67 -1.66
H 7.48 -3.74 0.00
H 6.17 -2.63 0.16
H 5.82 -4.44 0.14
H 6.31 -2.78 -2.02
C 0.20 4.65 -5.91
O 1.51 4.15 -6.02
H -0.49 3.95 -5.43
H 0.22 5.50 -5.23
H -0.13 4.95 -6.90
H 2.04 4.82 -6.46
C 1.24 1.12 -0.06
O 0.48 1.39 1.08
H 1.78 2.03 -0.35
H 1.94 0.29 0.02
H 0.59 0.94 -0.91
H -0.11 2.10 0.83
C -1.22 6.83 1.06
O -2.07 5.87 0.48
H -0.23 6.40 1.23
H -1.10 7.70 0.42
H -1.55 7.12 2.06
H -2.53 6.37 -0.21
C 3.41 -2.36 5.75
O 4.22 -2.06 6.83
H 3.14 -3.41 5.69
H 2.53 -1.72 5.78
H 3.97 -2.15 4.83
H 4.06 -2.75 7.48
C -1.72 3.52 8.40
O -1.24 2.96 9.58
H -2.80 3.53 8.34
H -1.38 4.55 8.29
H -1.29 2.98 7.56
H -1.60 2.07 9.56

## Properties
Energy above the lowest of the compared OMol25 structures with the same formula, charge and spin: 405.6 kJ/mol
Kohn-Sham gap: 10.08 eV
2S+1: 1
E_HOMO: -9.948 eV
F_max: 2.5 eV/Å

=====

[2]
A 2-piece molecular cluster, C3H12N4 overall at a distorted geometry, computed with ωB97M-V/def2-TZVPD.

Atoms and positions in Å:
C 0.91 0.59 1.56
C -0.52 0.87 2.23
C 0.47 -0.55 0.73
N -0.73 -0.89 0.95
N 0.22 0.06 -1.84
N -1.48 -0.01 1.61
N 0.46 -0.40 -3.14
H 1.24 1.59 1.21
H 1.68 0.30 2.26
H -0.43 0.54 3.34
H -0.81 1.90 2.38
H 1.10 -1.28 0.20
H -1.23 -1.80 0.59
H 0.57 1.02 -1.78
H -0.79 0.15 -1.77
H -2.27 -0.44 1.94
H 0.13 -1.44 -3.30
H 1.50 -0.28 -3.28
H -0.02 0.08 -3.90

## Properties
Energy above the lowest of the compared OMol25 structures with the same formula, charge and spin: 409.5 kJ/mol
Kohn-Sham gap: 9.28 eV
2S+1: 1
Charge: +2
E_HOMO: -16.801 eV
F_max: 4.9 eV/Å